[1]
{"formula": "C28H42O14S4", "method": "ωB97M-V with the def2-TZVPD basis set", "elements": ["C", "C", "O", "S", "O", "O", "O", "H", "H", "H", "H", "C", "C", "O", "S", "O", "O", "O", "H", "H", "H", "H", "O", "S", "O", "O", "C", "C", "C", "H", "H", "H", "H", "H", "H", "H", "H", "O", "S", "O", "O", "C", "C", "C", "H", "H", "H", "H", "H", "H", "H", "H", "C", "C", "C", "C", "C", "C", "H", "H", "H", "H", "H", "H", "C", "C", "C", "C", "C", "C", "H", "H", "H", "H", "H", "H", "C", "C", "C", "C", "C", "C", "H", "H", "H", "H", "H", "H"], "xyz": [[9.33176, 8.08848, 20.01629], [10.09521, 6.92575, 20.69426], [9.85487, 5.79006, 19.90473], [8.51225, 5.91718, 18.86944], [7.34020, 5.36816, 19.40949], [8.85965, 5.52705, 17.48530], [8.48024, 7.59547, 18.98036], [10.18867, 8.59597, 19.57327], [8.93262, 8.82528, 20.71338], [9.89323, 6.78077, 21.75553], [11.16192, 7.11037, 20.56716], [9.39158, 1.34768, 20.95287], [8.83523, 2.67497, 21.45355], [8.79026, 2.58650, 22.84471], [8.52861, 1.03005, 23.36923], [7.12666, 0.82153, 23.71252], [9.48185, 0.67452, 24.40219], [8.95686, 0.35136, 21.91014], [10.47568, 1.27749, 20.86397], [8.94917, 1.24663, 19.96184], [7.80350, 2.75275, 21.11064], [9.33404, 3.58817, 21.12894], [6.32056, 7.37963, 24.49496], [6.70165, 6.56905, 23.29294], [8.00598, 5.99344, 22.98891], [5.54392, 5.34949, 23.22775], [5.47851, 4.59578, 22.08742], [5.11773, 3.20463, 22.62048], [6.10461, 7.57391, 21.81506], [6.49561, 4.58856, 21.69555], [4.79300, 5.01439, 21.35057], [5.16646, 2.46583, 21.82054], [4.08395, 3.06186, 22.93515], [5.74482, 2.89077, 23.45496], [6.75822, 8.42175, 21.60999], [5.06404, 7.79757, 22.05023], [6.29859, 6.87881, 20.99818], [7.39412, 10.88455, 20.06754], [6.45642, 11.78068, 20.74212], [5.32307, 11.25678, 21.47370], [7.22314, 12.70105, 21.84041], [8.62090, 12.43815, 21.94584], [9.46582, 13.12179, 23.06375], [5.80535, 13.01672, 19.59564], [8.99146, 12.69970, 20.95468], [8.78363, 11.36986, 22.08859], [10.42227, 12.60146, 23.11446], [8.96882, 13.04598, 24.03089], [9.53170, 14.20122, 22.92745], [6.69774, 13.35285, 19.06767], [5.28505, 13.77231, 20.18425], [5.21614, 12.45899, 18.86772], [6.32152, 6.24352, 28.77047], [6.28129, 4.93399, 29.20390], [5.70237, 3.89569, 28.53563], [5.27245, 4.24073, 27.24718], [5.23144, 5.57426, 26.73555], [5.70089, 6.54940, 27.56685], [6.67487, 7.12805, 29.27953], [6.68087, 4.74517, 30.18933], [5.83568, 2.86337, 28.82363], [4.89992, 3.47787, 26.57958], [4.65784, 5.77589, 25.84296], [5.76647, 7.55397, 27.17578], [0.28068, 7.75209, 23.63931], [1.32433, 6.99080, 24.01618], [2.60491, 7.53514, 24.07847], [2.84151, 8.80163, 23.65231], [1.69481, 9.63215, 23.40512], [0.41661, 9.08941, 23.36829], [-0.70608, 7.31417, 23.66979], [1.28443, 5.92796, 24.20369], [3.45255, 6.91331, 24.32589], [3.88530, 9.07251, 23.71166], [1.99259, 10.66797, 23.33580], [-0.42110, 9.72581, 23.12408], [1.58461, 5.96219, 19.04649], [1.75209, 5.77298, 20.39731], [1.65138, 4.52303, 20.93055], [1.60348, 3.39453, 20.09677], [1.53040, 3.55106, 18.72218], [1.57748, 4.86253, 18.16999], [1.70702, 6.99670, 18.76150], [2.04122, 6.64748, 20.96128], [1.81639, 4.38276, 21.98861], [1.64274, 2.42141, 20.56358], [1.63773, 2.75162, 18.00401], [1.55452, 5.03560, 17.10419]], "lowdin_charge": [-0.17, -0.19, -0.21, 0.74, -0.23, -0.24, -0.18, 0.12, 0.10, 0.10, 0.13, -0.14, -0.21, -0.20, 0.73, -0.26, -0.24, -0.19, 0.13, 0.14, 0.11, 0.13, -0.33, 0.75, -0.29, -0.29, -0.31, -0.05, -0.04, 0.08, 0.13, 0.09, 0.07, 0.06, 0.05, 0.06, 0.04, -0.31, 0.63, -0.30, -0.25, -0.28, -0.05, -0.09, 0.11, 0.10, 0.08, 0.07, 0.07, 0.07, 0.08, 0.08, 0.05, -0.01, 0.01, 0.08, 0.04, -0.02, 0.14, 0.13, 0.14, 0.14, 0.11, 0.13, -0.11, -0.11, -0.12, -0.08, -0.05, -0.08, 0.11, 0.10, 0.07, 0.09, 0.10, 0.11, -0.09, -0.13, -0.11, -0.09, -0.08, -0.06, 0.10, 0.10, 0.09, 0.10, 0.10, 0.10], "gap_ha": [0.25849, 0.10284], "total_charge": 1, "e_homo_ev": [-10.90, -10.90], "multiplicity": 2, "s_squared": 0.768, "lumo_energy_ev": [-3.868, -8.104]}

***

[2]
{"formula": "C35H42As2IrN3O10", "method": "ωB97M-V with the def2-TZVPD basis set", "elements": ["Ir", "O", "C", "C", "C", "C", "N", "C", "C", "C", "C", "C", "C", "O", "C", "C", "N", "H", "H", "H", "H", "H", "H", "H", "H", "H", "H", "H", "H", "C", "N", "C", "C", "C", "C", "C", "C", "C", "C", "H", "H", "H", "H", "H", "H", "H", "H", "H", "H", "H", "H", "C", "O", "C", "O", "C", "C", "As", "C", "C", "C", "As", "C", "C", "O", "O", "C", "C", "O", "O", "C", "C", "O", "O", "C", "H", "H", "H", "H", "H", "H", "H", "H", "H", "H", "H", "H", "H", "H", "H", "H", "H", "H"], "xyz": [[0.11548, -0.81153, -1.47684], [-0.27792, -2.72596, 5.06857], [-1.20279, -1.77160, 4.60882], [-0.87933, -1.43890, 3.18169], [-1.62460, -0.50262, 2.47775], [-1.31679, -0.23107, 1.16085], [-0.30904, -0.84035, 0.52843], [0.47322, -1.70675, 1.22365], [0.19876, -2.03421, 2.53376], [1.69723, -2.14265, 0.51642], [2.69348, -2.92014, 1.07309], [3.87867, -3.11218, 0.37202], [4.99294, -3.93009, 0.95995], [4.49381, -4.62899, 2.07340], [4.02252, -2.49769, -0.86861], [2.98115, -1.75512, -1.38189], [1.83608, -1.60229, -0.71042], [-0.47245, -2.95292, 5.98378], [-1.16336, -0.84647, 5.19570], [-2.23245, -2.14579, 4.65264], [-2.44957, 0.02301, 2.94011], [-1.88424, 0.47571, 0.57905], [0.82241, -2.72708, 3.07702], [2.57928, -3.36976, 2.04746], [5.80393, -3.24624, 1.24003], [5.38258, -4.60539, 0.19040], [5.20558, -5.12179, 2.49443], [4.93743, -2.59536, -1.43771], [3.03897, -1.26172, -2.34260], [3.27291, 2.56193, 2.49089], [2.16804, 2.16412, 1.65357], [0.83945, 2.48479, 2.08275], [2.30431, 1.15991, 0.64369], [1.87739, 1.65845, -0.73888], [2.46692, 2.87702, -1.09556], [2.17033, 3.53876, -2.26718], [1.22591, 2.98752, -3.11875], [0.64134, 1.77763, -2.79286], [0.96634, 1.06844, -1.62453], [3.31865, 3.65016, 2.58860], [4.21061, 2.23084, 2.04545], [3.22186, 2.14046, 3.50477], [0.83497, 3.43924, 2.60947], [0.40591, 1.72928, 2.76399], [0.17245, 2.58492, 1.21954], [1.74334, 0.26713, 0.91150], [3.35589, 0.86226, 0.59839], [3.16445, 3.31837, -0.39439], [2.64796, 4.47984, -2.50287], [0.93415, 3.49820, -4.02732], [-0.11673, 1.41320, -3.47168], [-4.30489, 2.28670, -2.60197], [-3.27716, 1.35082, -3.01579], [-2.84696, 0.51097, -2.09155], [-3.25159, 0.46099, -0.95575], [-1.69666, -0.32309, -2.59359], [-1.56285, -0.52981, -3.94795], [-3.17687, -0.88541, -5.06141], [-2.58092, -0.65532, -6.90737], [-2.63221, -2.79003, -4.82911], [-2.14295, -3.33467, -3.71531], [-1.78345, -2.42169, -2.01955], [-3.57309, -2.49066, -1.29666], [-2.10094, -4.83566, -3.52252], [-3.05878, -5.51193, -3.73676], [-0.98377, -5.36089, -2.98531], [0.30125, -4.75406, -3.16021], [-3.25848, -3.54845, -5.98188], [-4.38391, -3.22140, -6.24577], [-2.60589, -4.43791, -6.71156], [-1.23862, -4.78577, -6.48419], [-0.16814, -0.89978, -4.33535], [0.69265, -1.10778, -3.46751], [0.10240, -0.91401, -5.59727], [1.49761, -1.08392, -5.98098], [-4.34839, 3.03040, -3.38907], [-4.03279, 2.73556, -1.65106], [-5.25346, 1.76247, -2.51110], [-2.32018, 0.39117, -7.05839], [-3.44603, -0.89514, -7.52335], [-1.74295, -1.28802, -7.17944], [-4.29184, -2.09612, -2.01296], [-3.61333, -1.94747, -0.35788], [-3.77511, -3.55435, -1.14051], [0.93557, -5.47734, -3.66837], [0.71809, -4.52942, -2.17895], [0.24506, -3.84124, -3.75588], [-0.83535, -5.05832, -7.45469], [-1.18279, -5.64717, -5.81989], [-0.67412, -3.94320, -6.08096], [1.50075, -1.01742, -7.06215], [1.85102, -2.05576, -5.64478], [2.08571, -0.28558, -5.53432]], "lowdin_charge": [1.18, -0.04, -0.19, -0.14, 0.03, -0.08, -0.07, -0.19, 0.09, -0.19, 0.09, -0.14, -0.20, -0.04, 0.03, -0.07, -0.07, 0.11, 0.14, 0.14, 0.14, 0.10, 0.13, 0.13, 0.15, 0.14, 0.11, 0.14, 0.12, -0.08, -0.29, -0.07, -0.17, -0.20, -0.03, -0.06, -0.07, -0.12, -0.18, 0.09, 0.08, 0.08, 0.09, 0.08, 0.09, 0.08, 0.13, 0.12, 0.11, 0.11, 0.07, 0.02, -0.08, -0.56, 0.07, -0.39, -0.30, 1.40, -0.26, -0.27, -0.31, 1.37, -0.21, -0.55, 0.20, -0.03, -0.06, -0.54, 0.13, 0.03, -0.01, -0.52, -0.08, 0.00, 0.05, 0.10, 0.10, 0.11, 0.04, 0.04, 0.03, 0.06, 0.04, 0.06, 0.11, 0.09, 0.06, 0.11, 0.10, 0.08, 0.11, 0.10, 0.11], "gap_ha": [0.15527, 0.15530], "total_charge": 2, "e_homo_ev": [-12.06, -12.06], "relative_energy_kj_mol": 52.43, "lumo_energy_ev": [-7.838, -7.837]}

***

[3]
{"formula": "C12H16BBrCl7FMgN2Na2O11S", "method": "ωB97M-V with the def2-TZVPD basis set", "elements": ["O", "B", "O", "C", "C", "N", "C", "C", "N", "H", "H", "H", "H", "H", "H", "H", "H", "H", "H", "H", "H", "O", "H", "Na", "C", "C", "C", "O", "C", "C", "C", "O", "O", "O", "H", "H", "C", "Cl", "Cl", "Cl", "H", "Mg", "Br", "C", "Cl", "Cl", "Cl", "Cl", "F", "Na", "O", "S", "O", "O", "O"], "xyz": [[2.02739, -1.82054, 3.05880], [1.88248, -1.01281, 1.99854], [0.68860, -0.50811, 1.61395], [3.08921, -0.48767, 1.09303], [2.73907, -0.76639, -0.37857], [3.28124, 0.25469, -1.33698], [3.05368, 1.64214, -0.80670], [3.88719, 1.71025, 0.49307], [3.22083, 0.91600, 1.47346], [1.55661, -1.38707, 3.78462], [0.45391, 0.26813, 2.25917], [3.97341, -1.05574, 1.37109], [1.68695, -0.88962, -0.58453], [3.20553, -1.70913, -0.64927], [2.81531, 0.13336, -2.23024], [4.28065, 0.14104, -1.47843], [3.28801, 2.41904, -1.51606], [2.02972, 1.67658, -0.47212], [4.89674, 1.36932, 0.27316], [3.89522, 2.75235, 0.77983], [2.31854, 1.32450, 1.71701], [0.53718, 1.27881, 3.36336], [0.24742, 2.18279, 3.61762], [-0.72529, 0.04067, 0.23054], [-5.14085, -1.50191, -3.12766], [-5.24750, -2.91089, -3.38760], [-4.18728, -3.78586, -2.65948], [-4.19299, -5.00683, -2.72299], [-3.17604, -3.10600, -1.89680], [-3.09752, -1.74684, -1.67935], [-4.22064, -0.91986, -2.33285], [-4.26162, 0.35817, -2.10282], [-2.22073, -1.10383, -1.00570], [-6.06640, -3.45054, -4.09920], [-5.84537, -0.81546, -3.58633], [-2.42681, -3.76101, -1.46419], [2.73566, -4.51749, -2.77618], [2.32677, -4.17152, -1.08471], [2.09937, -6.07838, -3.25912], [2.14306, -3.24190, -3.82935], [3.83973, -4.55350, -2.86611], [4.87684, -3.41736, -1.66374], [-2.67334, 1.57612, -1.98488], [-4.72427, 2.06392, 1.39452], [-6.44399, 2.16910, 1.05919], [-4.08315, 0.52041, 0.91434], [-3.87008, 3.34225, 0.55028], [-4.36427, 2.27017, 3.15650], [-2.66022, 3.80221, -2.25321], [-2.04407, 2.79368, 3.69277], [2.28670, 5.77051, 3.83377], [0.92431, 5.35226, 4.27157], [0.84354, 5.33905, 5.76319], [0.64447, 3.96924, 3.75180], [-0.10288, 6.28953, 3.71997]], "nbo_charge": [-0.91, 1.20, -1.09, -0.43, -0.23, -0.50, -0.24, -0.23, -0.60, 0.53, 0.53, 0.20, 0.22, 0.20, 0.43, 0.42, 0.23, 0.23, 0.17, 0.26, 0.43, -1.31, 0.49, 0.92, -0.46, 0.45, 0.44, -0.60, -0.52, 0.41, 0.36, -0.63, -0.84, -0.56, 0.21, 0.20, -0.37, 0.01, 0.06, 0.04, 0.19, 0.10, 0.34, -0.23, 0.07, 0.10, 0.14, -0.07, -0.74, 0.94, -1.10, 2.57, -1.11, -1.18, -1.12], "gap_ha": 0.09923, "total_charge": -2, "e_homo_ev": -0.97, "lumo_energy_ev": 1.727}

***

[4]
{"formula": "C5H11NO2", "method": "ωB97M-V with the def2-TZVPD basis set", "elements": ["C", "C", "C", "C", "H", "H", "H", "H", "H", "H", "H", "H", "N", "C", "O", "O", "H", "H", "H"], "xyz": [[2.36702, -1.47204, 1.18923], [1.40528, -0.31719, 1.50106], [1.92640, 0.89980, 1.75067], [1.23373, 2.24733, 1.96377], [1.97514, -2.50311, 1.32398], [2.64697, -1.30288, 0.08804], [3.29449, -1.42385, 1.73889], [0.36029, -0.44471, 1.08903], [3.02738, 0.93559, 1.71889], [0.19198, 2.29024, 1.58698], [1.83069, 3.04303, 1.47468], [1.21001, 2.48502, 3.08993], [-1.85868, -0.30520, -2.86682], [-1.85577, -0.38019, -1.41762], [-2.66915, -0.98910, -0.74751], [-0.71117, 0.21626, -0.97502], [-2.73508, 0.16350, -3.09456], [-1.91035, -1.26605, -3.28062], [-0.29810, 0.47613, -1.80994]], "nbo_charge": [-0.64, -0.20, -0.19, -0.65, 0.22, 0.21, 0.21, 0.22, 0.18, 0.22, 0.21, 0.22, -0.95, 0.88, -0.56, -0.67, 0.39, 0.40, 0.51], "gap_ha": 0.34269, "smiles": "C/C=C/C.NC(=O)O", "total_charge": 0, "e_homo_ev": -8.80, "relative_energy_kj_mol": 167.74, "lumo_energy_ev": 0.524}